113
Properties=species:S:1:pos:R:3:forces:R:3 method="wB97M-V/def2-TZVPD" energy_ha=-3813.7181 homo_ev=-12.1040 total_charge=+1 gap_ev=8.6799
Cl 0.2748 4.9593 -2.6918 -0.2 0.1 -0.1
P -3.4576 2.5306 -1.9865 -3.4 0.8 -0.5
O 5.1945 -2.0821 3.9452 -0.1 0.1 -0.1
O -0.0769 1.8346 -5.8124 0.6 0.6 0.0
O 1.4592 4.2323 2.9940 -0.1 0.0 -0.1
O 1.9218 3.6130 -9.2768 0.0 0.0 0.0
O 9.7147 -3.3514 3.5325 0.0 0.0 0.0
O 5.8992 -3.6332 5.4281 0.0 0.0 0.0
O -0.2770 4.0487 -9.5499 0.0 0.0 0.0
O -1.5720 2.7036 5.4585 0.0 0.0 -0.1
O 3.0321 4.1622 4.6140 0.0 0.0 0.0
O 8.9739 -3.9435 1.4818 0.0 0.0 -0.1
O 2.3644 2.3282 3.4758 0.0 0.0 -0.1
O -3.0885 3.5107 6.7690 0.0 0.0 0.0
O 10.6530 -2.5938 1.6218 0.0 0.0 0.0
O 1.3170 4.8616 -10.9302 0.0 0.0 0.0
O -0.5784 0.5244 -7.4258 -0.2 0.2 0.2
O -1.0553 3.0347 7.6325 0.0 0.0 0.0
O -8.9906 -7.7721 1.9378 0.0 0.0 0.0
O -4.8784 -3.6423 -2.6416 0.0 0.0 0.0
O -5.1422 -1.5395 -3.0622 0.1 0.1 0.0
O 4.9767 -4.3072 3.6040 -0.1 0.0 0.0
O -7.2643 -6.5817 1.0971 0.1 0.1 0.0
O -6.8794 -2.6932 -2.1934 0.0 0.1 0.0
O -6.9693 -8.6827 1.5013 0.0 0.0 0.0
N -0.8957 0.7873 -6.3507 -0.3 -0.8 -0.3
N 0.8864 2.6146 -3.8675 -0.7 0.1 -0.3
N -1.8041 2.1445 -2.6196 0.9 -0.1 0.3
N -4.5048 3.0915 -2.9988 1.9 -0.4 0.0
C -0.5543 2.4682 -1.7814 0.9 0.7 0.4
C -0.2521 1.9065 -4.4309 0.3 0.2 0.4
C -1.3276 2.3136 0.6244 -0.1 0.2 -0.7
C 3.2837 1.5515 4.2604 0.1 -0.3 0.1
C -1.5667 2.5725 -4.0409 -0.8 -0.5 -0.6
C 9.7768 -3.3018 2.3321 0.0 0.0 -0.1
C 2.3577 3.6276 3.7796 0.1 -0.1 0.0
C -5.7486 -2.6400 -2.5925 0.1 -0.1 0.0
C -8.1083 -5.4282 1.0926 -0.1 0.2 -0.1
C 6.3628 -2.5811 6.2810 0.1 0.1 0.2
C 5.3418 -3.2249 4.2968 0.1 -0.1 0.1
C -1.8302 3.0798 6.7162 -0.1 0.0 0.0
C -7.4707 -9.9415 1.9626 0.0 -0.2 0.0
C 11.5853 -1.8496 2.4110 0.2 0.1 0.0
C 1.3479 5.6438 3.2151 -0.1 0.2 0.0
C -7.8560 -7.6901 1.5520 0.1 0.0 0.0
C -5.9689 -0.3735 -3.0637 0.0 0.2 0.0
C -0.8223 3.2296 -0.4908 -0.2 -0.4 0.1
C 4.3635 -4.0210 2.3487 -0.1 0.0 -0.2
C 7.9856 -4.7553 2.1185 -0.1 -0.2 0.0
C -5.3995 -4.8949 -2.1758 0.0 -0.3 0.1
C -0.2434 2.2177 5.2580 0.1 -0.1 -0.1
C -3.5054 3.9479 8.0678 -0.1 0.1 0.1
C 0.5598 3.1834 -2.5727 0.0 -0.1 -0.2
C 1.5622 2.8266 -8.1430 0.3 0.1 0.1
C 0.8733 4.1655 -9.8913 0.1 0.1 -0.1
C 0.2940 5.5141 -11.6908 -0.1 0.1 -0.2
H -3.4475 3.1316 8.7840 0.1 0.0 0.0
H 5.5365 -1.9415 6.5845 0.0 0.0 -0.1
H -0.4884 1.7635 1.0289 0.1 -0.1 0.3
H 12.1838 -2.5157 3.0284 -0.1 0.0 0.1
H 4.1198 -4.9737 1.8879 0.1 -0.1 0.2
H -6.6537 -10.6498 1.8669 0.1 0.1 0.0
H -0.3973 4.7855 -12.1082 0.0 0.0 0.1
H -7.7735 -9.8752 3.0052 -0.1 0.0 0.0
H 0.4845 2.9927 5.4911 0.0 0.0 0.1
H 3.0276 1.6084 5.3165 0.0 0.1 0.0
H -5.3610 0.4349 -3.4657 0.0 0.0 0.0
H -3.9048 1.2883 -1.4863 0.8 -0.1 0.2
H 0.1188 3.6635 -0.1824 0.3 0.1 0.1
H 11.0673 -1.1254 3.0364 0.0 -0.1 0.1
H -0.2440 6.2311 -11.0746 0.0 -0.1 0.0
H -8.3083 -10.2686 1.3505 -0.1 0.1 0.0
H -4.5970 -5.6200 -2.2627 0.1 0.1 -0.1
H 1.4270 3.0911 -1.9379 0.3 0.1 0.2
H -4.5376 4.2680 7.9661 0.0 0.0 -0.1
H -2.3615 2.1467 -4.6409 -0.2 -0.2 -0.1
H -0.1611 1.9501 4.2095 -0.1 0.1 0.0
H -5.7042 -4.8209 -1.1345 -0.1 0.0 0.0
H -1.6161 3.6447 -4.1638 0.3 0.3 0.2
H 3.1962 0.5229 3.9239 -0.1 0.0 -0.1
H 7.3357 -4.1474 2.7403 0.1 0.0 0.1
H 7.1310 -1.9952 5.7812 0.0 0.0 -0.1
H -6.2804 -0.1212 -2.0504 -0.1 -0.1 0.0
H 8.4521 -5.5378 2.7128 0.0 0.1 0.1
H -6.8419 -0.5075 -3.6975 -0.1 -0.1 0.1
H -0.2345 0.8957 -4.0173 -0.2 -0.3 0.0
H 2.4850 2.4347 -7.7218 0.1 0.1 -0.1
H -2.0291 1.5780 0.2312 -0.2 -0.2 0.1
H -2.8972 4.7844 8.4046 0.1 -0.1 0.0
H -8.4410 -5.1820 2.0987 -0.1 -0.1 0.0
H 4.3037 1.8928 4.1045 0.0 0.1 0.1
H 3.4488 -3.4482 2.4907 0.0 0.1 0.0
H 7.3953 -5.2175 1.3320 0.1 0.1 -0.1
H -3.4086 3.3554 -0.8549 0.7 -0.3 0.1
H 6.7882 -3.0627 7.1552 0.0 -0.1 0.0
H -8.9677 -5.5806 0.4434 -0.1 -0.1 0.1
H 0.5906 6.0048 2.5248 0.0 -0.1 0.0
H 1.0619 3.4433 -7.4005 -0.1 0.0 0.0
H -1.8312 2.8952 1.3828 0.0 0.0 0.4
H 1.0688 3.3857 -4.5046 0.5 -0.1 0.0
H -0.1113 1.5259 -1.4816 -0.1 -0.5 -0.2
H 0.9274 2.0027 -8.4383 -0.1 0.0 0.0
H -7.5115 -4.6082 0.7024 0.1 -0.1 0.0
H -1.4732 4.0735 -0.6742 -0.1 0.2 -0.1
H -1.7971 1.1247 -2.7113 -0.2 -0.1 0.3
H -6.2376 -5.2148 -2.7904 -0.1 0.1 0.0
H 0.7992 6.0366 -12.4966 0.1 0.0 0.0
H 2.2930 6.1407 3.0083 0.0 0.0 0.1
H -4.1514 3.2340 -3.9400 -0.7 0.2 -0.1
H 12.2306 -1.3278 1.7111 -0.1 0.0 -0.1
H -0.0583 1.3356 5.8686 0.0 0.1 0.1
H 1.0327 5.8489 4.2356 0.1 0.0 0.0
H 5.0491 -3.4791 1.6989 0.0 0.1 0.1